<one>
Computed, not measured: a 2-piece molecular cluster, C4H12N2O overall, with ωB97M-V/def2-TZVPD.

Properties
- Kohn-Sham gap: 10.31 eV
- LUMO level: 0.810 eV
- Structure (SMILES): CC(N)=O.CCN

```
19
Properties=species:S:1:pos:R:3:nbo_charge:R:1
C -2.522 -0.145 -0.930 -0.716
C -2.685 0.535 0.406 0.677
N -1.512 0.836 1.070 -0.855
O -3.772 0.766 0.888 -0.611
H -1.781 0.394 -1.522 0.221
H -3.473 -0.071 -1.450 0.236
H -2.215 -1.177 -0.807 0.229
H -1.704 1.223 1.979 0.396
H -0.713 1.084 0.508 0.416
C 2.590 -0.410 0.962 -0.616
C 2.284 -0.088 -0.486 -0.215
N 0.844 -0.247 -0.753 -0.852
H 2.323 -1.443 1.206 0.200
H 3.649 -0.288 1.192 0.217
H 1.993 0.230 1.614 0.209
H 2.537 0.957 -0.677 0.181
H 2.910 -0.679 -1.155 0.167
H 0.727 -0.385 -1.750 0.360
H 0.520 -1.092 -0.295 0.356
```

***

<two>
Computed, not measured: one molecule with the formula C4H12N2O, with ωB97M-V/def2-TZVPD.

Properties
- Kohn-Sham gap: 9.74 eV
- LUMO level: 0.843 eV
- Structure (SMILES): CN[C@H](CN)CO

```
19
Properties=species:S:1:pos:R:3:nbo_charge:R:1
C -1.321 0.790 -1.777 -0.412
N -1.164 -0.148 -0.680 -0.624
C -0.238 0.284 0.359 -0.093
C 1.216 0.437 -0.077 -0.247
N 1.856 -0.788 -0.655 -0.825
C -0.405 -0.677 1.538 -0.063
O 0.554 -0.493 2.570 -0.723
H -0.408 0.966 -2.360 0.171
H -2.084 0.428 -2.455 0.202
H -1.668 1.744 -1.381 0.192
H -0.914 -1.070 -1.013 0.347
H -0.581 1.277 0.672 0.184
H 1.311 1.227 -0.826 0.185
H 1.847 0.750 0.754 0.208
H 2.239 -1.315 0.126 0.354
H 1.128 -1.406 -1.008 0.332
H -1.421 -0.582 1.923 0.176
H -0.262 -1.708 1.211 0.169
H 0.314 0.286 3.080 0.466
```

***

<three>
Computed, not measured: C4H12N2O as an isolated structure, with ωB97M-V/def2-TZVPD.

Properties
- Kohn-Sham gap: 9.48 eV
- LUMO level: 0.875 eV

```
19
Properties=species:S:1:pos:R:3:nbo_charge:R:1
C 0.712 -0.074 1.904 -0.418
C 1.454 -0.855 -0.270 -0.413
N 0.319 -0.438 0.546 -0.557
H -0.813 -1.082 0.298 0.464
H 1.075 -0.958 2.435 0.191
H -0.148 0.339 2.426 0.238
H 1.503 0.685 1.900 0.185
H 1.112 -1.262 -1.222 0.197
H 2.014 -1.642 0.244 0.201
H 2.142 -0.026 -0.473 0.188
C -0.305 1.166 -1.500 -0.701
C -0.757 0.718 -0.117 0.682
N -1.816 -0.640 -0.316 -0.969
O -1.182 1.526 0.704 -0.730
H -2.037 -0.944 -1.258 0.379
H -2.665 -0.432 0.199 0.396
H 0.578 1.798 -1.396 0.227
H -0.079 0.349 -2.185 0.201
H -1.108 1.772 -1.920 0.236
```

***

<four>
Computed, not measured: one molecule with the formula C4H12N2O, with ωB97M-V/def2-TZVPD.

Properties
- Kohn-Sham gap: 9.74 eV
- LUMO level: 0.896 eV
- Structure (SMILES): NCNCCCO

```
19
Properties=species:S:1:pos:R:3:nbo_charge:R:1
N 2.803 -0.901 -1.649 -0.827
C 2.163 -0.247 -0.514 -0.042
N 0.714 -0.164 -0.671 -0.619
C 0.082 0.477 0.467 -0.230
C -1.309 1.003 0.242 -0.460
C -2.517 0.056 0.377 -0.065
O -3.190 0.299 1.596 -0.722
H 3.807 -0.898 -1.553 0.361
H 2.518 -1.873 -1.721 0.343
H 2.557 0.773 -0.573 0.174
H 2.441 -0.662 0.469 0.124
H 0.448 -1.138 -0.784 0.342
H 0.692 1.274 0.921 0.206
H 0.095 -0.267 1.282 0.159
H -1.260 1.649 -0.660 0.223
H -1.604 1.901 0.814 0.233
H -2.045 -0.932 0.342 0.154
H -3.158 0.136 -0.497 0.174
H -3.238 -0.486 2.112 0.473
```

***

Stability summary: most stable <one>, least stable <three>.

***

<one>
Computed, not measured: a 2-piece molecular cluster, C4H12N2O overall, with ωB97M-V/def2-TZVPD.

Properties
- Kohn-Sham gap: 10.09 eV
- LUMO level: 0.828 eV
- Structure (SMILES): C=C(N)CCN.O

```
19
Properties=species:S:1:pos:R:3:nbo_charge:R:1
C -1.993 1.252 1.503 -0.480
C -1.471 0.160 0.870 0.213
N -2.303 -0.771 0.160 -0.844
C -0.028 -0.199 1.001 -0.489
C 0.623 -0.576 -0.234 -0.228
N 1.041 0.605 -1.040 -0.842
H -3.019 1.697 1.154 0.196
H -1.297 1.941 1.866 0.193
H -2.745 -1.458 0.804 0.372
H -3.035 -0.152 -0.035 0.358
H 0.096 -1.024 1.761 0.226
H 0.375 0.614 1.595 0.224
H 0.157 -1.266 -0.922 0.218
H 1.577 -1.213 0.025 0.185
H 0.828 1.388 -0.598 0.347
H 0.531 0.736 -1.934 0.357
O 3.848 -0.407 -1.784 -0.936
H 3.860 -1.169 -2.317 0.451
H 2.954 -0.159 -1.873 0.478
```

***

<two>
Computed, not measured: a 2-piece molecular cluster, C4H12N2O overall, with ωB97M-V/def2-TZVPD.

Properties
- Kohn-Sham gap: 9.69 eV
- LUMO level: 0.829 eV
- Structure (SMILES): N/C=C/CCN.O

```
19
Properties=species:S:1:pos:R:3:nbo_charge:R:1
N 1.096 -1.264 1.310 -0.836
C 0.379 -0.505 0.360 -0.027
C 0.414 0.841 0.347 -0.238
C -0.447 1.692 -0.520 -0.459
C -1.581 1.013 -1.340 -0.221
N -2.608 0.283 -0.494 -0.832
H 0.469 -1.814 1.885 0.373
H 1.440 -0.575 1.985 0.368
H -0.242 -1.027 -0.374 0.190
H 1.171 1.366 1.005 0.200
H 0.131 2.254 -1.254 0.217
H -0.916 2.504 0.040 0.208
H -1.192 0.255 -2.021 0.192
H -2.283 1.772 -1.781 0.208
H -2.149 -0.449 0.051 0.343
H -2.957 0.969 0.190 0.343
O 3.452 -2.250 0.186 -0.970
H 2.695 -2.094 0.793 0.485
H 3.127 -2.970 -0.366 0.456
```

***

<three>
Computed, not measured: a 2-piece molecular cluster, C4H12N2O overall, with ωB97M-V/def2-TZVPD.

Properties
- Kohn-Sham gap: 8.74 eV
- LUMO level: 0.914 eV

```
19
Properties=species:S:1:pos:R:3:nbo_charge:R:1
C 0.967 0.897 -1.386 0.143
N 1.574 -0.308 -1.256 -0.843
O -0.236 0.850 -2.144 -0.749
H -0.186 0.009 -2.617 0.482
H 0.992 -0.651 0.104 0.321
H 2.565 -0.197 -1.059 0.351
H 1.568 1.770 -1.670 0.168
H 0.533 1.231 -0.285 0.119
C -0.653 -1.748 1.016 -0.605
N -1.632 0.941 0.576 -0.780
C -0.317 0.770 0.964 0.067
C 0.272 -0.538 1.098 -0.517
H -1.881 1.885 0.320 0.384
H -1.951 0.291 -0.130 0.390
H 0.069 1.580 1.574 0.212
H 0.965 -0.580 1.938 0.224
H -1.115 -1.830 0.029 0.203
H -0.083 -2.665 1.168 0.221
H -1.451 -1.707 1.761 0.208
```

***

Stability summary: most stable <two>, least stable <three>.

***

<one>
Computed, not measured: a 2-piece molecular cluster, C4H12N2O overall, with ωB97M-V/def2-TZVPD.

Properties
- Kohn-Sham gap: 8.18 eV
- LUMO level: 0.617 eV
- Structure (SMILES): CC/C(N)=C/N.O

```
19
Properties=species:S:1:pos:R:3:nbo_charge:R:1
C -0.850 -1.258 1.465 -0.640
C -0.237 -0.778 0.127 -0.458
C 0.695 0.391 0.441 0.251
N 0.034 1.541 0.917 -0.790
C 2.041 0.377 0.260 -0.201
N 2.962 0.434 1.374 -0.870
H -1.006 -2.341 1.384 0.226
H -0.116 -1.322 2.294 0.216
H -1.746 -0.832 1.918 0.219
H 0.310 -1.478 -0.504 0.230
H -1.053 -0.418 -0.506 0.204
H 0.709 2.078 1.457 0.388
H -0.795 1.243 1.421 0.361
H 2.378 -0.301 -0.542 0.140
H 3.841 0.890 1.194 0.362
H 3.056 -0.462 1.819 0.363
O -3.593 0.707 -5.209 -0.929
H -3.809 0.304 -4.347 0.464
H -2.823 1.225 -4.963 0.465
```

***

<two>
Computed, not measured: a 2-piece molecular cluster, C4H12N2O overall, with ωB97M-V/def2-TZVPD.

Properties
- Kohn-Sham gap: 10.10 eV
- LUMO level: 0.902 eV
- Structure (SMILES): [H]/N=C/NCCC.O

```
19
Properties=species:S:1:pos:R:3:nbo_charge:R:1
H 0.273 3.044 1.611 0.354
N -0.126 2.115 1.556 -0.750
C 0.539 1.194 1.000 0.291
N -0.079 0.000 0.701 -0.626
C 0.763 -1.169 0.608 -0.227
C 0.610 -1.914 -0.752 -0.405
C 1.642 -1.303 -1.785 -0.621
H 1.560 1.312 0.629 0.150
H -1.015 -0.055 1.055 0.406
H 0.649 -1.924 1.404 0.195
H 1.828 -0.981 0.770 0.196
H 0.824 -2.970 -0.595 0.201
H -0.416 -1.773 -1.090 0.212
H 1.136 -1.076 -2.727 0.212
H 2.083 -0.471 -1.263 0.198
H 2.361 -2.021 -2.175 0.213
O -3.040 1.042 -0.761 -0.929
H -2.482 1.464 -0.070 0.468
H -2.355 1.230 -1.440 0.460
```

***

<three>
Computed, not measured: one molecule with the formula C4H12N2O, with ωB97M-V/def2-TZVPD.

Properties
- Kohn-Sham gap: 10.14 eV
- LUMO level: 1.026 eV
- Structure (SMILES): CNOC(C)(C)N

```
19
Properties=species:S:1:pos:R:3:nbo_charge:R:1
C 1.931 -1.751 0.478 -0.445
N 1.634 -0.390 0.074 -0.344
O 0.258 -0.475 -0.748 -0.462
C -0.651 0.428 -0.131 0.383
C -2.075 0.041 -0.559 -0.622
C -0.344 1.867 -0.563 -0.643
N -0.547 0.298 1.325 -0.863
H 2.661 -1.742 1.293 0.207
H 2.359 -2.312 -0.362 0.184
H 1.044 -2.290 0.827 0.216
H 2.158 -0.174 -0.776 0.357
H -2.827 0.676 -0.079 0.225
H -2.184 0.138 -1.644 0.213
H -2.288 -1.003 -0.308 0.211
H -1.066 2.579 -0.152 0.218
H 0.658 2.167 -0.239 0.212
H -0.354 1.942 -1.655 0.213
H 0.353 0.670 1.637 0.382
H -0.721 -0.669 1.583 0.358
```

***

Stability summary: most stable <two>, least stable <one>.

***

<one>
Computed, not measured: one molecule with the formula C4H12N2O, with ωB97M-V/def2-TZVPD.

Properties
- Kohn-Sham gap: 10.10 eV
- LUMO level: 1.069 eV
- Structure (SMILES): C[C@@H](O)CNCN

```
19
Properties=species:S:1:pos:R:3:nbo_charge:R:1
C 2.259 1.551 0.910 -0.620
C 0.811 1.124 0.711 0.095
O 0.237 2.181 -0.078 -0.740
C 0.576 -0.207 0.038 -0.249
N -0.865 -0.366 -0.177 -0.647
C -1.172 -1.644 -0.812 -0.026
N -2.594 -1.885 -0.811 -0.867
H 2.720 1.604 -0.068 0.209
H 2.888 0.937 1.531 0.210
H 2.213 2.556 1.319 0.224
H 0.311 1.209 1.681 0.151
H -0.557 1.823 -0.500 0.482
H 1.107 -0.150 -0.911 0.198
H 0.951 -1.009 0.681 0.176
H -1.328 -0.209 0.710 0.358
H -0.750 -1.561 -1.820 0.164
H -0.663 -2.467 -0.285 0.140
H -2.947 -2.333 -1.626 0.370
H -3.194 -1.153 -0.493 0.372
```

***

<two>
Computed, not measured: one molecule with the formula C4H12N2O, with ωB97M-V/def2-TZVPD.

Properties
- Kohn-Sham gap: 9.47 eV
- LUMO level: 0.704 eV
- Structure (SMILES): NCNCCCO

```
19
Properties=species:S:1:pos:R:3:nbo_charge:R:1
N 1.932 -1.452 1.946 -0.824
C 0.940 -0.388 1.852 -0.040
N 0.758 0.085 0.497 -0.641
C -0.332 1.041 0.364 -0.221
C -0.719 1.321 -1.088 -0.420
C -0.828 0.067 -1.951 -0.070
O -1.552 -0.919 -1.263 -0.729
H 1.467 -2.343 1.781 0.346
H 2.554 -1.374 1.146 0.354
H 1.194 0.430 2.496 0.168
H -0.001 -0.790 2.276 0.142
H 0.571 -0.713 -0.100 0.354
H 0.018 1.979 0.812 0.193
H -1.231 0.719 0.891 0.171
H -0.169 2.115 -1.594 0.215
H -1.737 1.733 -1.064 0.204
H 0.199 -0.261 -2.189 0.150
H -1.236 0.351 -2.926 0.169
H -1.827 -1.601 -1.885 0.477
```

***

Stability summary: most stable <one>, least stable <two>.